21
Properties=species:S:1:pos:R:3 method="wB97M-V/def2-TZVPD" homo_lumo_gap_ha=0.3514 relative_energy_kj_mol=29.6 total_charge=+1
C 2.126 -1.483 -1.233
C 1.456 -0.610 -0.211
C 1.822 -0.266 1.100
N 0.899 0.705 1.490
N -0.007 0.854 0.499
C -1.193 1.696 0.679
N -1.491 1.189 2.399
P -2.644 0.207 2.521
C -2.904 0.166 0.574
N -2.320 1.304 -0.044
C 0.279 0.074 -0.497
H 2.275 -0.827 -2.142
H 3.115 -1.740 -0.755
H 1.742 -2.460 -1.330
H 2.636 -0.640 1.746
H 0.671 1.074 2.432
H -0.918 2.666 0.644
H -3.869 -0.082 0.198
H -2.217 -0.613 0.391
H -2.916 2.110 -0.205
H -0.318 -0.017 -1.438